The following is a quantum chemistry calculation of a molecular structure, C22H50FeP2Si2, from the OMol25 dataset.

```
77
Properties=species:S:1:pos:R:3:forces:R:3:lowdin_charge:R:1
P 1.443989 2.873488 1.033104 0.50 2.23 4.55 0.87
P 1.072575 0.484232 -1.650094 2.23 0.43 0.22 0.81
C 2.290769 2.796860 -0.612401 0.50 -0.32 -0.35 -0.34
C 1.506867 2.255919 -1.806505 0.24 0.21 -0.13 -0.36
H 3.222113 2.239103 -0.482473 -0.06 0.04 -0.18 0.07
H 2.570410 3.837105 -0.823034 -0.07 -0.19 0.13 0.09
H 0.562803 2.812305 -1.961440 0.36 -0.35 0.11 0.08
H 2.103369 2.383740 -2.729566 -0.12 -0.03 0.34 0.09
C 2.648804 -0.427213 -1.519361 0.20 0.21 0.09 -0.21
H 2.445409 -1.509134 -1.518457 0.00 0.38 -0.08 0.05
H 3.115140 -0.175704 -0.555943 0.05 -0.05 -0.41 0.02
H 3.304017 -0.155890 -2.364276 -0.09 -0.17 0.38 0.06
C 0.553957 0.155821 -3.418165 1.49 1.21 -1.08 -0.24
H 1.024615 1.055217 -3.888014 -0.45 -0.82 -0.09 0.07
H -0.528713 0.303828 -3.563996 0.37 0.07 -0.55 0.02
H 0.933519 -0.746982 -3.920787 -0.34 0.29 0.35 0.06
C 2.473540 4.083588 2.012760 0.31 0.34 -0.71 -0.17
H 2.119306 4.149343 3.052612 0.10 -0.26 -0.44 0.06
H 2.389062 5.090710 1.573379 0.14 -0.36 0.10 0.05
H 3.522780 3.778172 1.998848 -0.03 0.13 0.10 0.05
C 0.299615 4.270347 0.376296 -0.40 -0.17 -0.50 -0.21
H -0.435576 3.845083 -0.318717 -0.06 0.33 0.06 0.03
H 0.930169 5.002308 -0.142113 -0.20 -0.19 -0.16 0.04
H -0.238439 4.816051 1.165872 0.27 -0.36 -0.25 0.05
Fe -0.813797 -0.108699 -1.713559 -3.49 -2.07 0.63 0.14
C 1.767831 0.031460 1.835522 -0.53 -0.62 -2.22 -0.12
C 2.411493 1.312245 1.864773 1.89 1.05 0.23 -0.37
C 2.842780 1.372265 3.389461 0.06 0.56 0.04 -0.17
C 1.646198 1.555247 4.340468 0.99 -0.46 0.95 -0.23
C 0.578180 2.384579 3.824303 -1.06 0.75 0.72 -0.12
C 0.124577 2.520149 2.474613 -0.52 0.29 -2.47 -0.38
C -0.505454 1.307213 1.731280 -0.60 -0.36 0.60 -0.19
C 0.302137 -0.010522 1.913658 -1.18 -0.43 -0.27 -0.23
C -2.339766 1.172724 -1.530353 -0.05 0.33 0.24 -0.23
H 2.292008 -0.765144 1.294779 -0.33 -0.11 0.51 0.10
H 3.338446 1.348887 1.272916 0.12 -0.41 0.29 0.08
H 3.620615 2.112338 3.610096 -0.21 0.19 -0.25 0.09
H 3.299738 0.403178 3.640774 0.03 0.20 -0.28 0.11
H 1.282557 0.558471 4.643820 -0.05 0.00 -0.13 0.11
H 1.980743 2.015986 5.297451 0.02 -0.38 -0.49 0.12
H -0.015275 2.931424 4.579460 0.44 -0.11 -0.48 0.11
H -0.524151 3.406698 2.439874 -0.21 -0.68 -0.08 0.09
H -0.741856 1.484593 0.640465 0.52 0.14 0.99 0.07
H -1.475478 1.172159 2.223881 -0.07 -0.38 -0.35 0.10
H -0.038180 -0.418348 2.872587 0.23 -0.04 0.02 0.09
H -0.035293 -0.716818 1.130222 -0.07 0.32 0.63 0.05
H -3.235470 0.791066 -2.076735 0.41 0.57 0.47 -0.01
H -2.001072 2.143794 -1.937202 -0.58 -0.05 0.22 -0.02
H -2.522055 1.252371 -0.437713 -0.27 0.21 -0.68 -0.02
C -1.904106 -1.623908 -3.509075 -0.43 -0.04 -0.67 -0.18
Si -1.104462 -2.861582 -2.374299 0.35 -0.25 1.19 0.38
C -2.196719 -4.394697 -2.368956 -0.13 -0.13 -0.12 -0.19
C 0.454648 -3.597212 -3.109281 0.29 0.20 -0.16 -0.18
C -0.884360 -1.892379 -0.779720 0.51 -0.47 -0.04 -0.42
Si -2.154797 -2.551979 0.473577 0.88 0.92 0.11 0.45
C -1.498425 -4.259358 0.952558 -0.53 -0.12 0.11 -0.18
C -2.264625 -1.709740 2.168409 -0.08 -0.28 -0.15 -0.20
C -3.931914 -2.367938 -0.131219 -0.21 -0.24 0.07 -0.17
H -2.893168 -2.041384 -3.740131 0.04 0.39 -0.09 0.06
H -1.323216 -1.540917 -4.439667 -0.39 0.15 0.17 0.05
H -2.070869 -0.608606 -3.068502 -0.49 -0.65 -0.59 -0.02
H -2.086418 -4.809480 -3.380047 -0.14 -0.06 0.09 0.04
H -1.867789 -5.167514 -1.661824 -0.05 0.24 -0.23 0.02
H -3.257690 -4.189128 -2.203446 0.16 -0.09 -0.04 0.02
H 1.336907 -2.944008 -3.134497 -0.18 -0.13 -0.03 0.01
H 0.722492 -4.510948 -2.563057 -0.04 0.17 -0.10 0.04
H 0.198695 -3.881991 -4.138501 0.22 -0.04 0.08 0.04
H 0.125727 -2.081251 -0.387970 -0.23 -0.46 0.23 -0.01
H -0.408241 -4.330642 0.836645 -0.29 0.09 -0.03 0.04
H -1.743471 -4.358102 2.019149 0.13 -0.30 -0.21 0.03
H -1.975924 -5.071834 0.395914 0.16 0.00 0.23 0.01
H -2.670479 -0.696283 2.088028 0.09 -0.11 0.16 0.03
H -2.958412 -2.333294 2.754972 0.03 0.25 -0.12 0.04
H -1.311666 -1.702575 2.700584 -0.34 -0.04 -0.07 0.01
H -4.064505 -1.424709 -0.694334 0.10 -0.38 0.25 0.04
H -4.277131 -3.206604 -0.749552 -0.06 0.31 0.17 0.01
H -4.559639 -2.317547 0.781876 0.16 -0.03 -0.57 0.04
```
Positions in Å, forces in eV/Å.

Values from the calculation:
E_tot: -3393.305368 Ha
ΔE to the lowest compared entry with this formula, charge and spin: 132.0 kcal/mol
maximum force: 5.1 eV/Å
2S+1: 5
charge: 0